Record 1
A molecular structure, C6H7N2O2. Source: OMol25; level of theory: ωB97M-V with the def2-TZVPD basis set.

Properties
Calculated total energy ... -13398.430 eV
M ... 139.134 u
Max |F| ... 5.03 eV/A
LUMO ... -4.95 eV
Energy relative to the best compared isomer or geometry (same formula, charge and spin) ... 5.7181 eV
Frontier orbital gap ... 9.96 eV
Charge ... +1

Last column: natural (NBO) charge in e.
CARTESIAN COORDINATES (ANGSTROEM)
C -1.588 -0.773 1.868  -0.100
C -0.286 -0.313 2.039  -0.215
C -2.132 -0.940 0.602  -0.214
C 0.424 -0.039 0.879  0.071
C -1.325 -0.546 -0.507  0.068
C 1.266 0.189 -1.685  0.004
N -0.045 -0.211 -0.311  -0.296
N 1.860 1.536 -1.461  0.508
O 1.779 2.109 -0.431  -0.302
O 2.444 1.878 -2.462  -0.295
H -2.178 -0.972 2.805  0.259
H 0.066 -0.058 3.004  0.262
H -3.144 -1.241 0.601  0.266
H 1.507 0.388 0.885  0.254
H -1.472 -0.768 -1.547  0.238
H 0.783 0.289 -2.592  0.240
H 2.041 -0.529 -1.686  0.253

=====

Record 2
A single C10H17NO2S2 molecule. Source: OMol25; level of theory: ωB97M-V with the def2-TZVPD basis set.

Properties
Calculated total energy ... -37900.799 eV
M ... 247.385 u
Max |F| ... 4.47 eV/A
LUMO ... 0.63 eV
Energy relative to the best compared isomer or geometry (same formula, charge and spin) ... 0.1275 eV
SMILES ... NC(=O)OC[C@H]1CSC2(CCCCC2)S1
Frontier orbital gap ... 9.39 eV

Last column: natural (NBO) charge in e.
CARTESIAN COORDINATES (ANGSTROEM)
O 2.833 2.979 -3.824  -0.640
O 1.432 2.758 -1.957  -0.554
S 0.453 0.103 1.916  0.116
S -0.092 -0.047 -0.999  0.251
C 1.918 3.395 -3.150  0.891
N 1.268 4.492 -3.592  -0.824
C 2.083 1.408 -1.630  -0.085
C 1.298 1.436 0.873  -0.516
C -2.252 -2.848 2.047  -0.401
C -0.756 -3.095 1.958  -0.391
C -2.572 -1.287 1.977  -0.403
C -0.178 -2.312 0.683  -0.467
C -2.041 -0.693 0.761  -0.459
C 1.514 0.662 -0.448  -0.374
C -0.527 -0.861 0.541  -0.208
H 0.337 4.538 -3.382  0.386
H 1.529 4.738 -4.579  0.413
H 3.144 1.549 -1.433  0.201
H 2.190 0.736 -2.496  0.218
H 0.475 2.281 0.671  0.239
H 2.190 1.790 1.454  0.248
H -2.757 -3.336 2.882  0.210
H -2.654 -3.284 1.172  0.190
H -0.136 -2.718 2.847  0.202
H -0.584 -4.143 1.916  0.212
H -2.326 -0.710 2.916  0.218
H -3.705 -1.305 1.998  0.214
H 0.928 -2.473 0.648  0.222
H -0.472 -2.871 -0.205  0.214
H -2.586 -1.055 -0.166  0.210
H -2.248 0.332 0.874  0.227
H 2.293 -0.160 -0.273  0.239

=====

Record 3
2 unconnected molecules or ions with the total composition CH5NO3P. Source: OMol25; level of theory: ωB97M-V with the def2-TZVPD basis set.

Properties
Calculated total energy ... -18038.394 eV
M ... 110.029 u
Max |F| ... 3.09 eV/A
LUMO (alpha / beta) ... 3.12 / 4.28 eV
Energy relative to the best compared isomer or geometry (same formula, charge and spin) ... 3.8078 eV
Frontier orbital gap (alpha / beta) ... 5.89 / 7.91 eV
Charge ... -1

Last column: natural (NBO) charge in e.
CARTESIAN COORDINATES (ANGSTROEM)
C -0.877 0.875 1.191  -1.002
N 1.300 -2.132 -0.743  -0.298
O -2.120 0.437 -1.124  -1.124
O 2.116 -1.148 -0.972  -0.588
O 0.418 0.745 -1.270  -1.044
P -0.879 0.004 -0.455  1.649
H -0.007 0.720 1.812  0.214
H -0.739 1.895 0.764  0.233
H -1.747 0.764 1.778  0.216
H 1.314 -2.200 0.301  0.237
H 1.222 0.040 -1.282  0.508

=====

Record 4
2 unconnected molecules or ions with the total composition C5H9NO. Source: OMol25; level of theory: ωB97M-V with the def2-TZVPD basis set.

Properties
Calculated total energy ... -8866.400 eV
M ... 99.133 u
Max |F| ... 2.39 eV/A
LUMO ... 0.78 eV
Energy relative to the best compared isomer or geometry (same formula, charge and spin) ... 2.8130 eV
SMILES ... C=CC=C.NC=O
Frontier orbital gap ... 9.66 eV

Last column: natural (NBO) charge in e.
CARTESIAN COORDINATES (ANGSTROEM)
C 0.372 0.297 -1.856  0.552
N 0.844 0.149 -3.180  -0.900
O -0.539 1.024 -1.493  -0.507
H 0.946 -0.344 -1.126  0.096
H 1.827 0.445 -3.208  0.383
H 0.804 -0.826 -3.435  0.380
C 1.086 0.555 2.685  -0.382
C 0.081 0.360 1.805  -0.231
C -0.722 -0.906 1.815  -0.229
C -1.459 -1.360 0.777  -0.389
H 1.327 -0.219 3.445  0.188
H 1.690 1.453 2.681  0.200
H -0.050 1.129 1.038  0.224
H -0.724 -1.387 2.794  0.204
H -2.078 -2.283 0.898  0.200
H -1.495 -0.880 -0.241  0.210

=====

Record 5
2 unconnected molecules or ions with the total composition C6H12N2. Source: OMol25; level of theory: ωB97M-V with the def2-TZVPD basis set.

Properties
Calculated total energy ... -9396.287 eV
M ... 112.176 u
Max |F| ... 2.15 eV/A
LUMO ... 0.88 eV
Energy relative to the best compared isomer or geometry (same formula, charge and spin) ... 0.5626 eV
SMILES ... Cc1c[nH]cn1.CC
Frontier orbital gap ... 9.57 eV

Last column: natural (NBO) charge in e.
CARTESIAN COORDINATES (ANGSTROEM)
C 1.082 0.202 2.036  -0.609
C 1.341 -1.268 1.528  -0.606
H 0.173 0.527 1.556  0.206
H 1.105 0.250 3.123  0.198
H 1.938 0.807 1.731  0.197
H 1.899 -1.182 0.608  0.219
H 0.360 -1.685 1.361  0.195
H 1.981 -1.751 2.264  0.195
C 0.209 1.853 -1.708  -0.648
C -1.851 0.550 -0.837  -0.136
C -0.534 0.671 -1.208  0.102
C -0.839 -1.425 -0.892  0.168
N -2.007 -0.807 -0.618  -0.516
N 0.099 -0.543 -1.132  -0.466
H -2.756 1.095 -1.031  0.216
H -2.900 -1.265 -0.537  0.411
H 0.239 2.719 -1.046  0.222
H -0.064 2.136 -2.722  0.220
H -0.743 -2.478 -0.682  0.197
H 1.269 1.595 -1.793  0.233

=====

Record 6
9 unconnected molecules or ions with the total composition C18H54O9S9. Source: OMol25; level of theory: ωB97M-V with the def2-TZVPD basis set.

Properties
Calculated total energy ... -135477.933 eV
M ... 703.224 u
Max |F| ... 3.47 eV/A
LUMO ... 0.33 eV
Energy relative to the best compared isomer or geometry (same formula, charge and spin) ... 0.9654 eV
Frontier orbital gap ... 8.41 eV

Last column: Löwdin charge in e.
CARTESIAN COORDINATES (ANGSTROEM)
C -0.095 -0.921 5.239  -0.285
S 0.606 0.416 6.111  0.789
O -0.448 0.743 7.177  -0.557
C 1.974 -0.325 6.838  -0.310
H 0.102 -0.811 4.108  0.063
H -1.138 -1.043 5.496  0.056
H 0.334 -1.889 5.543  0.054
H 2.231 0.321 7.687  0.059
H 2.859 -0.259 6.192  0.066
H 1.832 -1.301 7.316  0.067
C -1.973 -3.371 0.154  -0.281
S -0.767 -3.465 1.395  0.747
O -0.470 -2.164 2.066  -0.556
C -1.664 -4.359 2.591  -0.277
H -2.096 -4.378 -0.294  0.063
H -1.540 -2.676 -0.627  0.068
H -2.932 -2.917 0.458  0.070
H -2.441 -3.671 3.033  0.084
H -0.939 -4.751 3.314  0.056
H -2.090 -5.215 2.021  0.058
C -0.341 -0.833 -4.720  -0.242
S 0.578 -2.419 -4.824  0.835
O 0.117 -3.191 -3.640  -0.584
C -0.287 -3.131 -6.242  -0.250
H 0.139 -0.248 -3.968  -0.004
H -1.366 -0.947 -4.334  0.076
H -0.353 -0.387 -5.688  0.025
H 0.202 -4.043 -6.418  0.022
H -0.354 -2.413 -7.034  0.048
H -1.293 -3.397 -5.886  0.066
C -2.343 2.629 -4.375  -0.255
S -1.045 2.651 -5.616  0.752
O -1.414 2.117 -6.931  -0.554
C -0.936 4.399 -5.878  -0.261
H -2.024 3.349 -3.611  0.001
H -2.502 1.611 -3.940  0.063
H -3.239 2.971 -4.873  0.048
H -0.190 4.476 -6.714  0.072
H -0.512 4.809 -4.980  0.025
H -1.908 4.771 -6.175  0.058
C -2.049 1.489 2.699  -0.272
S -2.470 2.913 1.722  0.835
O -1.294 3.857 1.884  -0.575
C -2.321 2.203 0.111  -0.256
H -2.020 1.802 3.727  0.037
H -1.029 1.105 2.413  0.069
H -2.906 0.758 2.587  0.079
H -2.604 3.032 -0.530  0.041
H -3.105 1.464 -0.065  0.063
H -1.368 1.696 0.080  0.047
C 1.759 -6.083 -1.143  -0.267
S 0.885 -6.950 0.136  0.802
O -0.552 -6.500 -0.020  -0.583
C 0.920 -8.591 -0.614  -0.273
H 1.095 -6.141 -2.031  0.073
H 2.611 -6.726 -1.406  0.051
H 2.027 -5.053 -0.858  0.045
H 0.529 -8.504 -1.629  0.055
H 0.332 -9.215 0.119  0.070
H 1.972 -8.928 -0.750  0.059
C 1.186 3.718 -1.106  -0.268
S 0.112 4.941 -1.779  0.855
O -1.121 4.229 -2.217  -0.576
C -0.357 5.842 -0.238  -0.227
H 2.132 4.245 -1.065  0.053
H 1.187 2.907 -1.792  0.024
H 0.885 3.280 -0.148  0.054
H -1.040 6.638 -0.583  0.056
H 0.457 6.308 0.324  0.048
H -0.935 5.248 0.402  -0.017
C 1.851 3.833 4.862  -0.259
S 2.731 3.706 3.292  0.816
O 2.292 2.548 2.447  -0.563
C 1.864 5.070 2.598  -0.294
H 2.415 4.655 5.374  0.073
H 1.980 2.914 5.402  -0.001
H 0.761 3.970 4.566  0.080
H 2.032 5.065 1.539  0.022
H 2.316 6.035 2.943  0.079
H 0.812 4.989 2.844  0.034
C 1.534 -2.078 -1.046  -0.269
S 1.844 -0.313 -1.269  0.835
O 0.628 0.390 -1.805  -0.575
C 1.795 0.117 0.508  -0.248
H 0.629 -2.212 -0.406  0.017
H 2.403 -2.485 -0.507  0.060
H 1.397 -2.488 -2.031  -0.002
H 2.105 1.171 0.595  0.016
H 2.606 -0.494 0.957  0.063
H 0.812 -0.112 0.936  0.041